{
  "formula": "C31H62N4O6P2Ti",
  "method": "wB97M-V/def2-TZVPD",
  "multiplicity": 1,
  "e_homo_ev": -6.80,
  "fmax_ev_per_a": 0.6,
  "elements": ["Ti", "C", "C", "N", "C", "C", "N", "C", "C", "N", "H", "H", "H", "H", "H", "H", "H", "H", "H", "H", "H", "H", "H", "H", "H", "C", "C", "C", "O", "P", "O", "C", "P", "O", "O", "C", "C", "C", "O", "C", "C", "C", "O", "C", "C", "C", "H", "H", "H", "H", "H", "H", "H", "H", "H", "H", "H", "H", "H", "H", "H", "H", "H", "H", "H", "H", "H", "H", "H", "H", "H", "H", "H", "H", "H", "H", "C", "C", "C", "C", "C", "C", "C", "C", "C", "C", "C", "C", "N", "H", "H", "H", "H", "H", "H", "H", "H", "H", "H", "H", "H", "H", "H", "H", "H", "H"],
  "xyz": [[0.65819, 0.19161, 0.24476], [3.18482, -1.11749, -1.03446], [2.27153, -2.17656, -0.40427], [1.57628, -1.70018, 0.81447], [2.33646, -1.87613, 2.07299], [3.71965, -1.23844, 2.08605], [3.72577, 0.18817, 1.85359], [4.54542, 0.75698, 0.81306], [3.75318, 1.21920, -0.40985], [2.70149, 0.26326, -0.81246], [3.23549, -1.31682, -2.10586], [4.19258, -1.21004, -0.64103], [2.85552, -3.07658, -0.18185], [1.48833, -2.43911, -1.11102], [0.72001, -2.25040, 0.89970], [2.46053, -2.94628, 2.27485], [1.73523, -1.45318, 2.87632], [4.37141, -1.74308, 1.36667], [4.13766, -1.47696, 3.07437], [2.80406, 0.60895, 1.89122], [5.30833, 0.02761, 0.53057], [5.09782, 1.62692, 1.18439], [4.45136, 1.40691, -1.23416], [3.24737, 2.15967, -0.18122], [2.33337, 0.58348, -1.70750], [-2.35319, 1.77758, -3.94976], [-0.88880, 1.98225, -4.30952], [-0.58896, 1.61758, -5.75459], [-0.01591, 1.29803, -3.40022], [-0.11052, -0.33350, -3.15629], [0.26202, -0.35163, -1.63239], [-3.06383, -0.49389, -1.02955], [-2.23978, -1.22651, 0.18654], [-1.09912, -0.36084, 0.75717], [-3.07930, -1.75315, 1.47365], [-4.03422, -0.85650, 2.07758], [-5.41136, -1.46681, 1.92157], [-3.62746, -0.64792, 3.52059], [-1.51450, -2.62812, -0.14171], [-2.13670, -3.91388, -0.34414], [-2.24422, -4.66066, 0.97302], [-3.46222, -3.81417, -1.07580], [1.42606, -0.68271, -3.79337], [1.62019, -1.83467, -4.61274], [1.26880, -3.13211, -3.88944], [0.86536, -1.72715, -5.93332], [-2.98498, 2.33699, -4.64282], [-2.56046, 2.11784, -2.93470], [-2.62202, 0.72175, -3.99987], [-0.63944, 3.03768, -4.16024], [-0.90205, 0.59318, -5.96223], [0.48047, 1.70346, -5.94885], [-1.12508, 2.28369, -6.43256], [-3.87759, -0.97852, -1.54641], [-2.99578, 0.58410, -1.07531], [-4.00728, 0.09514, 1.53761], [-5.44751, -2.44648, 2.40264], [-5.65325, -1.58507, 0.86484], [-6.16591, -0.82564, 2.37991], [-3.64641, -1.59653, 4.06032], [-4.31252, 0.04753, 4.00884], [-2.61949, -0.24206, 3.56598], [-1.42568, -4.43796, -0.98859], [-2.97607, -4.18502, 1.62315], [-1.28105, -4.67020, 1.48508], [-2.54546, -5.69311, 0.78785], [-4.20649, -3.30545, -0.46150], [-3.82716, -4.81847, -1.29466], [-3.34484, -3.27161, -2.01282], [2.69351, -1.83885, -4.82854], [0.22555, -3.11310, -3.56586], [1.90539, -3.28005, -3.01608], [1.40900, -3.98581, -4.55444], [-0.21002, -1.71965, -5.75012], [1.09986, -2.57689, -6.57724], [1.13857, -0.81039, -6.45458], [-1.81020, 3.28356, 0.60507], [-0.42930, 3.84721, 0.24037], [0.11637, 3.12101, -0.97571], [0.45336, 3.81112, 1.48331], [0.73425, 5.03002, 2.07948], [1.29766, 5.11167, 3.34345], [1.44448, 3.94015, 4.05904], [1.16799, 2.68922, 3.51234], [1.10961, 1.55385, 4.53874], [-0.01776, 0.55267, 4.30224], [2.44910, 0.88721, 4.85872], [0.82293, 2.60482, 2.13961], [0.84521, 1.39367, 1.44398], [-2.50026, 3.37477, -0.23711], [-2.23238, 3.81482, 1.45907], [-1.73245, 2.22536, 0.86823], [-0.55347, 4.90156, -0.02161], [0.42243, 2.13974, -0.62248], [0.99273, 3.60177, -1.41279], [-0.64579, 2.98994, -1.73821], [0.47424, 5.93808, 1.54701], [1.53158, 6.06977, 3.78744], [1.74496, 3.98710, 5.10061], [0.82777, 2.07352, 5.46054], [0.04582, 0.04734, 3.34412], [-0.97276, 1.07887, 4.32167], [-0.02788, -0.19339, 5.10070], [2.84886, 0.31340, 4.02886], [2.33503, 0.22574, 5.72034], [3.19790, 1.64217, 5.10752]],
  "forces_ev_per_angstrom": [[-0.073, -0.312, -0.459], [-0.011, -0.073, -0.056], [-0.057, -0.061, -0.028], [0.048, 0.036, 0.038], [0.047, -0.037, -0.020], [0.023, 0.048, 0.016], [-0.054, 0.002, 0.055], [0.008, -0.009, 0.022], [0.024, 0.015, 0.029], [-0.027, 0.071, -0.069], [0.005, 0.000, 0.007], [0.012, 0.035, 0.006], [-0.024, -0.007, 0.013], [0.001, 0.013, 0.028], [-0.030, 0.021, -0.030], [-0.017, 0.010, -0.007], [-0.074, 0.031, 0.035], [0.002, -0.007, -0.007], [0.003, -0.028, -0.007], [0.005, 0.000, 0.017], [0.006, -0.001, 0.003], [0.009, 0.002, -0.020], [-0.025, -0.006, -0.006], [-0.003, -0.009, -0.007], [-0.091, -0.052, 0.063], [0.020, -0.013, -0.028], [-0.018, 0.064, 0.021], [0.000, -0.020, 0.074], [-0.044, -0.118, -0.041], [0.319, 0.046, -0.033], [0.003, 0.234, 0.210], [-0.175, 0.197, 0.018], [-0.196, -0.409, -0.024], [-0.045, -0.048, 0.284], [0.082, 0.081, -0.091], [-0.025, -0.057, -0.053], [-0.012, 0.008, 0.001], [-0.042, -0.006, -0.033], [0.166, -0.040, 0.070], [0.044, -0.006, -0.041], [-0.019, 0.017, -0.002], [0.032, 0.008, 0.011], [-0.188, 0.081, 0.203], [-0.067, -0.155, -0.167], [0.028, 0.081, 0.022], [0.062, 0.026, 0.072], [-0.008, 0.000, 0.022], [0.026, 0.020, 0.001], [-0.014, -0.002, -0.030], [0.012, -0.020, -0.022], [0.005, -0.006, -0.018], [-0.005, -0.008, -0.016], [-0.008, 0.000, 0.003], [-0.027, -0.018, 0.023], [0.083, -0.011, -0.084], [0.023, -0.005, 0.011], [0.001, -0.004, 0.008], [0.004, 0.013, 0.001], [-0.014, -0.009, 0.006], [-0.009, -0.004, 0.013], [0.016, -0.005, 0.022], [0.031, 0.021, 0.021], [0.003, 0.011, -0.004], [0.004, -0.008, 0.011], [0.009, -0.007, 0.001], [-0.006, -0.006, -0.002], [-0.018, 0.001, 0.004], [-0.012, -0.003, 0.004], [0.002, 0.007, -0.008], [-0.012, 0.003, -0.011], [0.006, -0.036, 0.005], [-0.017, 0.006, -0.003], [0.003, 0.003, -0.006], [-0.022, -0.013, -0.029], [0.012, 0.005, 0.014], [-0.011, 0.011, 0.001], [0.036, -0.010, 0.003], [0.044, -0.070, 0.092], [0.019, 0.137, 0.205], [-0.048, 0.017, -0.185], [0.043, 0.072, 0.060], [-0.023, -0.074, -0.050], [-0.018, 0.142, 0.000], [-0.053, -0.147, 0.059], [0.094, -0.040, -0.022], [-0.017, 0.081, 0.053], [-0.002, 0.079, -0.035], [0.076, 0.016, 0.022], [0.058, 0.374, 0.472], [0.002, 0.002, -0.003], [-0.008, -0.001, 0.001], [-0.021, -0.001, -0.006], [-0.016, 0.004, 0.019], [0.068, 0.026, -0.508], [0.012, -0.006, 0.020], [0.052, -0.021, -0.037], [-0.004, -0.001, -0.003], [0.005, 0.008, 0.011], [0.007, -0.010, -0.003], [0.026, -0.006, -0.005], [0.061, -0.072, -0.120], [-0.059, -0.025, -0.029], [-0.012, 0.002, -0.005], [-0.014, -0.030, -0.042], [0.001, -0.018, 0.006], [0.005, -0.019, 0.005]],
  "mulliken_charge": [0.876, -0.613, -1.132, 0.545, -0.713, -1.214, 0.279, -1.191, -0.665, -0.003, 0.489, 0.488, 0.469, 0.242, 0.032, 0.544, 0.364, 0.374, 0.595, -0.477, 0.438, 0.466, 0.462, 0.340, 0.003, -0.979, 0.321, -1.507, -0.288, -1.080, 0.982, -0.877, -0.098, -0.201, 0.113, 0.841, -1.644, -1.080, -0.247, 0.617, -1.327, -1.325, -0.416, 0.508, -1.035, -1.487, 0.490, 0.042, 0.239, 0.357, 0.242, 0.334, 0.486, 0.170, 0.225, 0.167, 0.286, 0.352, 0.441, 0.324, 0.437, -0.029, 0.361, 0.132, 0.282, 0.491, 0.170, 0.511, 0.297, 0.312, 0.174, 0.215, 0.544, 0.211, 0.526, 0.288, -1.318, 0.259, 0.547, -0.027, -0.831, -1.394, -0.463, -0.641, 0.470, -1.588, -1.751, 0.379, 1.081, 0.428, 0.398, -0.063, 0.806, -0.528, 0.441, -0.078, 0.415, 0.367, 0.452, 0.745, -0.113, 0.552, 0.369, 0.404, 0.439, 0.376]
}